1.
Computed, not measured: the molecule C18H18F2N2O2S, with ωB97M-V with the def2-TZVPD basis set.

Positions of all 43 atoms, in Å:
O 0.642 -0.396 2.190
C 1.752 -0.130 1.776
N 1.993 0.850 0.863
C 1.033 1.701 0.296
C -0.079 2.160 0.992
C -0.970 3.026 0.381
C -0.777 3.436 -0.926
C 0.326 2.991 -1.635
C 1.214 2.140 -1.014
F 2.314 1.712 -1.683
H 0.507 3.295 -2.654
H -1.481 4.103 -1.397
H -1.819 3.385 0.940
H -0.242 1.833 2.005
H 2.908 0.894 0.434
C 2.998 -0.856 2.253
C 2.726 -2.338 2.486
H 3.436 -2.760 3.195
H 1.715 -2.482 2.867
S 2.957 -3.356 0.988
C 1.731 -2.644 -0.155
C 0.286 -2.891 0.262
C -0.607 -2.109 -0.691
O -0.776 -2.445 -1.842
N -1.150 -0.993 -0.128
C -2.033 -0.104 -0.742
C -2.112 0.078 -2.119
C -3.011 0.983 -2.655
C -3.849 1.721 -1.839
C -3.787 1.558 -0.465
C -2.885 0.658 0.060
F -2.818 0.506 1.406
H -4.429 2.112 0.201
H -4.552 2.420 -2.265
H -3.055 1.108 -3.726
H -1.475 -0.506 -2.760
H -0.971 -0.816 0.856
H 0.119 -2.574 1.290
H 0.060 -3.954 0.169
H 1.935 -3.118 -1.114
H 1.938 -1.578 -0.245
H 3.830 -0.728 1.558
H 3.277 -0.397 3.207

Computed properties:
* gap between HOMO and LUMO: 9.2 eV
* LUMO: 0.6 eV
* HOMO: -8.557 eV

natural (NBO) atomic charge list, values in e, 4 entries: -0.65, 0.70, -0.63, 0.13

=====

2.
Computed, not measured: C32H22ClCoNO9PS as an isolated structure, with ωB97M-V with the def2-TZVPD basis set.

Positions of all 68 atoms, in Å:
Co -0.184 0.120 -0.746
O 4.346 -0.630 -0.392
C 3.136 -0.624 0.209
O 2.484 -1.614 0.371
C 2.760 0.730 0.738
C 3.701 1.543 1.341
C 3.263 2.723 1.934
C 1.917 3.042 1.873
C 1.056 2.181 1.198
N 1.471 1.044 0.657
C -0.428 2.513 1.035
O -0.871 3.444 1.704
O -1.040 1.749 0.234
H 4.478 -1.549 -0.673
H 4.740 1.245 1.356
H 3.966 3.377 2.433
H 1.500 3.935 2.315
O -1.084 -3.713 -2.370
S -0.959 -2.732 -1.321
O 0.224 -1.855 -1.479
O -2.144 -1.946 -1.010
C -0.635 -3.640 0.189
C -0.457 -5.012 0.127
C -0.225 -5.731 1.291
C -0.173 -5.074 2.510
C -0.351 -3.700 2.569
C -0.592 -2.962 1.416
P -0.849 -1.141 1.412
C -2.630 -1.008 1.845
C -3.484 -0.261 1.045
C -4.830 -0.161 1.370
C -5.332 -0.808 2.489
C -4.482 -1.557 3.293
C -3.139 -1.651 2.970
C -0.066 -0.570 2.958
C 1.205 -1.013 3.327
C 1.870 -0.430 4.393
C 1.284 0.615 5.097
C 0.028 1.070 4.729
C -0.645 0.480 3.668
H -0.506 -5.493 -0.840
H -0.084 -6.804 1.245
H 0.008 -5.631 3.421
H -0.293 -3.196 3.526
H -3.102 0.249 0.172
H -5.487 0.424 0.740
H -6.384 -0.732 2.737
H -4.866 -2.066 4.168
H -2.479 -2.235 3.602
H 1.680 -1.804 2.761
H 2.855 -0.786 4.668
H 1.810 1.075 5.925
H -0.431 1.898 5.254
H -1.615 0.861 3.374
Cl 0.052 0.565 -8.071
C -0.290 0.601 -6.353
C -1.622 0.743 -5.916
C -1.915 0.781 -4.586
C -0.899 0.668 -3.578
O -1.230 0.717 -2.354
C 0.442 0.525 -4.057
C 1.572 0.448 -3.184
O 1.578 0.421 -1.953
C 0.714 0.500 -5.442
H -2.412 0.818 -6.653
H -2.934 0.883 -4.240
H 2.551 0.424 -3.694
H 1.741 0.395 -5.774

Computed properties:
* 2S+1: 4
* total charge: -1
* gap between HOMO and LUMO (spin up / spin down): 7.6 / 7.6 eV
* LUMO (spin up / spin down): 2.4 / 2.4 eV
* HOMO (spin up / spin down): -5.169 / -5.178 eV

natural (NBO) atomic charge list, values in e, 4 entries: 1.53, -0.69, 0.78, -0.56

=====

3.
Computed, not measured: a 2-piece molecular cluster, C8H11NO overall, with ωB97M-V with the def2-TZVPD basis set.

Positions of all 21 atoms, in Å:
C -3.222 1.021 -1.016
C -3.761 0.474 0.232
C -1.913 0.932 -0.889
C 1.779 0.765 -0.697
C 1.621 0.497 0.688
C 1.091 -0.334 -0.409
C 2.781 -0.071 1.384
C 1.068 -1.724 -0.690
N -2.759 0.099 1.013
O -1.660 0.309 0.313
H -3.985 1.307 -1.704
H -4.683 0.252 0.708
H -1.223 1.151 -1.519
H 1.641 1.619 -1.336
H 0.886 0.944 1.313
H 3.343 0.645 1.911
H 3.317 -0.599 0.610
H 2.590 -0.925 2.026
H 0.471 -2.050 0.295
H 2.084 -2.201 -0.631
H 0.534 -2.111 -1.601

Computed properties:
* 2S+1: 3
* gap between HOMO and LUMO (spin up / spin down): 6.9 / 8.6 eV
* LUMO (spin up / spin down): 1.0 / -1.3 eV
* HOMO (spin up / spin down): -5.966 / -9.885 eV

natural (NBO) atomic charge list, values in e, 4 entries: -0.35, -0.07, 0.12, -0.16

=====

4.
Computed, not measured: a 2-piece molecular cluster, O4S2 overall, with ωB97M-V with the def2-TZVPD basis set.

Positions of all 6 atoms, in Å:
O -1.588 -0.686 -0.798
O -3.203 0.777 0.162
O 1.033 0.235 0.404
O 3.445 -0.050 0.175
S -1.815 0.299 0.166
S 2.129 -0.575 -0.109

Computed properties:
* gap between HOMO and LUMO: 10.1 eV
* LUMO: -1.7 eV
* HOMO: -11.836 eV

natural (NBO) atomic charge list, values in e, 4 entries: -0.84, -0.83, -0.85, -0.80

=====

5.
Computed, not measured: HO2PS as an isolated structure, with ωB97M-V with the def2-TZVPD basis set.

Positions of all 5 atoms, in Å:
O -0.390 -1.008 -0.430
O 1.252 0.342 0.810
P 1.202 -0.778 -0.072
S -1.445 0.244 -0.108
H -0.619 1.201 -0.199

Computed properties:
* gap between HOMO and LUMO: 9.1 eV
* LUMO: -0.4 eV
* HOMO: -9.454 eV

natural (NBO) atomic charge list, values in e, 4 entries: -0.96, -1.03, 1.56, 0.34

=====

6.
Computed, not measured: C21H27HfO2Si as an isolated structure, with ωB97M-V with the def2-TZVPD basis set.

Positions of all 52 atoms, in Å:
C 1.013 -0.489 2.169
C 2.143 -0.397 1.240
C 2.085 0.930 0.643
H 2.959 -1.067 0.986
C 1.006 1.660 1.236
C 0.290 0.761 2.082
H -0.408 1.024 2.886
H 0.801 -1.190 2.938
H 2.931 1.316 0.044
H 0.959 2.770 1.292
C -0.804 -1.290 -1.789
C -0.771 -2.296 -0.709
C -1.529 -1.703 0.411
H -0.508 -3.299 -0.954
C -2.163 -0.492 -0.060
C -1.760 -0.254 -1.417
H -2.317 0.366 -2.135
H -0.416 -1.537 -2.756
H -1.778 -2.186 1.319
H -3.052 -0.065 0.402
Hf 0.308 -0.382 -0.008
O 0.058 3.340 -2.020
C 1.338 3.705 -2.571
C 0.374 4.790 -2.078
H 2.196 3.449 -1.917
H 1.459 3.651 -3.669
H 0.713 5.215 -1.099
H 0.304 7.488 -2.075
C -0.290 7.085 -2.888
C -0.353 5.686 -3.004
C -1.059 5.139 -4.108
H -1.096 4.067 -4.248
C -1.700 5.991 -4.994
H -2.260 5.544 -5.804
C -1.637 7.368 -4.850
H -2.148 8.011 -5.565
C -0.915 7.916 -3.794
H -0.847 8.980 -3.688
C -0.237 -5.074 1.458
Si 1.320 -3.944 1.503
C 1.729 -3.774 3.395
C 2.790 -4.839 0.692
O 1.055 -2.579 0.556
H -0.065 -6.071 1.922
H -0.539 -5.244 0.407
H -1.110 -4.617 1.966
H 1.953 -4.762 3.865
H 2.625 -3.149 3.580
H 0.910 -3.334 4.003
H 2.568 -4.939 -0.387
H 3.693 -4.204 0.753
H 3.029 -5.843 1.103

Computed properties:
* total charge: +1
* gap between HOMO and LUMO: 6.3 eV
* LUMO: -4.8 eV
* HOMO: -11.135 eV

natural (NBO) atomic charge list, values in e, 4 entries: -0.30, -0.35, -0.43, 0.29

=====

no.,E (eV),strongest force on any atom (Eh/bohr),M (g/mol)
1,-42305.23080,0.0113,364.42
2,-123738.19760,0.0103,721.95
3,-12002.72374,0.1422,137.18
4,-29859.34403,0.0856,128.13
5,-24235.00970,0.0603,96.05
6,-35485.81168,0.0793,518.02